Density functional theory data (the ωB97M-V functional and the def2-TZVPD basis) for a structure of composition C8H11NO2S2.

Last column: natural (NBO) charge in e.
Positions of all 24 atoms, in Å:
1 C -3.41845 -0.87516 -0.53725  -0.186
2 C -3.14663 -0.44921 0.74808  -0.224
3 C -2.68713 -0.39795 -1.65307  -0.215
4 C -2.17655 0.44754 0.98852  -0.164
5 C -1.63112 0.41117 -1.40352  -0.207
6 C -1.36328 0.80998 -0.10652  -0.316
7 C 3.13748 0.59790 -0.37415  -0.811
8 C 2.74802 -1.68052 0.97001  -0.798
9 N 0.92257 0.28801 1.01164  -1.177
10 O -0.03616 2.68319 1.29399  -0.902
11 O 0.79029 1.90040 -0.94261  -1.003
12 S 1.77367 -0.53907 -0.07759  1.093
13 S 0.16476 1.60051 0.34346  2.283
14 H -4.37631 -1.46257 -0.72801  0.214
15 H -3.81061 -0.59762 1.50058  0.208
16 H -2.96812 -0.74230 -2.66401  0.222
17 H -2.00171 0.68756 1.96587  0.225
18 H -0.87202 0.65748 -2.10301  0.240
19 H 3.47355 1.17305 0.44059  0.252
20 H 2.58259 1.15852 -1.24982  0.296
21 H 3.78920 0.06036 -1.00245  0.218
22 H 2.48897 -2.75718 0.87754  0.245
23 H 2.77060 -1.33872 2.05780  0.267
24 H 3.84639 -1.63534 0.64392  0.242

As for the energy relative to the best compared isomer or geometry (same formula, charge and spin): 243.7 kJ/mol. The largest force on an atom comes out at 5.32 eV Å⁻¹. Its orbital gap is 0.3359 Eh.